Record 1
{"formula": "C47H68O39", "method": "ωB97M-V/def2-TZVPD", "symbols": ["C", "C", "O", "C", "O", "O", "H", "H", "H", "H", "C", "C", "O", "C", "O", "O", "H", "H", "H", "H", "C", "C", "O", "C", "O", "O", "H", "H", "H", "H", "C", "C", "O", "C", "O", "O", "H", "H", "H", "H", "C", "C", "O", "C", "O", "O", "H", "H", "H", "H", "C", "C", "C", "O", "C", "O", "O", "H", "H", "H", "H", "H", "H", "C", "C", "C", "O", "C", "O", "O", "H", "H", "H", "H", "H", "H", "C", "C", "C", "O", "C", "O", "O", "H", "H", "H", "H", "H", "H", "C", "C", "C", "O", "C", "O", "O", "H", "H", "H", "H", "H", "H", "C", "C", "C", "O", "C", "O", "O", "H", "H", "H", "H", "H", "H", "C", "C", "C", "O", "C", "O", "O", "H", "H", "H", "H", "H", "H", "C", "C", "C", "O", "C", "O", "O", "H", "H", "H", "H", "H", "H", "C", "C", "C", "O", "C", "O", "O", "H", "H", "H", "H", "H", "H"], "coordinates": [[2.8714, 5.2058, -2.3512], [4.3681, 4.9716, -2.4973], [4.6341, 3.9759, -1.5573], [3.5109, 3.3564, -1.1883], [3.4306, 2.3063, -0.5886], [2.4636, 3.9390, -1.8205], [2.3353, 5.2550, -3.2990], [2.6346, 6.0128, -1.6579], [4.9516, 5.8915, -2.4585], [4.5267, 4.6516, -3.5272], [-0.0742, -2.9127, -5.2316], [-1.5289, -2.9170, -4.7256], [-2.1996, -1.8785, -5.4713], [-1.3079, -1.2118, -6.2567], [-1.5794, -0.2626, -6.9689], [-0.1875, -2.0338, -6.3159], [0.2266, -3.8947, -5.5967], [0.6620, -2.5480, -4.5152], [-1.7718, -2.5970, -3.7123], [-2.1131, -3.8031, -4.9735], [0.3538, -5.8516, -2.8363], [-0.5184, -5.8568, -1.6560], [-0.1083, -6.9670, -0.9610], [1.0690, -7.4721, -1.4479], [1.7816, -8.3730, -0.9752], [1.3489, -6.7412, -2.5505], [0.8571, -4.8933, -2.9649], [-0.1215, -6.1826, -3.7597], [-1.5425, -6.0835, -1.9524], [-0.5315, -4.9570, -1.0409], [2.8710, 0.9904, 5.4801], [2.5075, 0.2250, 6.7184], [2.2488, 1.2582, 7.6237], [2.5047, 2.5232, 7.1323], [2.4716, 3.6032, 7.7855], [2.9396, 2.3741, 5.8559], [2.1582, 0.6690, 4.7207], [3.8350, 0.5732, 5.1892], [3.2927, -0.4555, 7.0476], [1.5593, -0.2907, 6.5661], [-5.2356, -2.3069, -2.0996], [-4.5929, -1.1073, -2.7134], [-4.7068, -0.1560, -1.6611], [-4.7875, -0.8138, -0.4539], [-4.4406, -0.3339, 0.5889], [-5.0246, -2.0986, -0.7102], [-4.7270, -3.2204, -2.4079], [-6.3117, -2.2070, -2.2414], [-5.1242, -0.7893, -3.6104], [-3.5604, -1.3147, -2.9948], [-4.4989, 3.0529, -0.9199], [-3.9938, 3.0328, 0.4884], [-2.5529, 3.0596, 0.6728], [-2.3490, 3.8484, 1.7379], [-3.4423, 4.5888, 1.9593], [-3.3615, 5.6738, 2.5942], [-4.4465, 4.1751, 1.1997], [-4.5002, 3.9569, -1.5289], [-5.4981, 2.6285, -1.0176], [-3.8210, 2.3625, -1.4219], [-4.4302, 2.2191, 1.0678], [-2.0586, 3.5006, -0.1928], [-2.0857, 2.0899, 0.8445], [5.3305, 1.9749, 2.0993], [5.8573, 0.6084, 1.7145], [6.4325, -0.0904, 2.9310], [5.9382, -1.4381, 2.7992], [4.8580, -1.3970, 1.9872], [4.2409, -2.3552, 1.5738], [4.7230, -0.1800, 1.4468], [4.8104, 1.8536, 3.0496], [4.5180, 2.3769, 1.4941], [6.0989, 2.6703, 2.4370], [6.5039, 0.6925, 0.8410], [6.1616, 0.3221, 3.9029], [7.5221, -0.1160, 2.9160], [1.3418, 0.2686, 1.2600], [0.1241, -0.4667, 0.8299], [-0.6936, 0.2545, -0.2223], [-0.4970, -0.5306, -1.3948], [0.2268, -1.6060, -1.0929], [0.3861, -2.5229, -1.9338], [0.5233, -1.6561, 0.1942], [1.9320, -0.1236, 2.0882], [1.2283, 1.3388, 1.4327], [2.0496, 0.3423, 0.4344], [-0.4434, -0.6874, 1.7339], [-0.2573, 1.2459, -0.3444], [-1.7489, 0.1925, 0.0432], [-5.1198, 2.0455, -5.0391], [-3.6617, 1.5791, -5.1384], [-2.8074, 2.6731, -5.8491], [-1.6538, 2.7076, -5.1331], [-1.8918, 2.1881, -3.9330], [-1.0915, 2.2969, -2.9877], [-3.0977, 1.6698, -3.8583], [-5.5798, 2.3475, -5.9800], [-5.2796, 2.8589, -4.3313], [-5.7584, 1.2031, -4.7731], [-3.4028, 0.5784, -5.4846], [-3.3022, 3.6400, -5.9409], [-2.6515, 2.4079, -6.8948], [-3.6738, -6.3183, 3.3124], [-2.6501, -5.8049, 2.2730], [-3.0984, -5.5605, 0.8890], [-2.6039, -4.3045, 0.5136], [-2.0936, -3.6297, 1.5853], [-1.7847, -2.4602, 1.6647], [-2.1643, -4.4837, 2.6294], [-3.2559, -6.4129, 4.3147], [-4.0464, -7.3089, 3.0520], [-4.4883, -5.5964, 3.3717], [-1.7503, -6.4177, 2.2183], [-4.1845, -5.6525, 0.8964], [-2.7831, -6.2835, 0.1366], [2.3148, 2.6975, -4.7414], [2.3728, 1.3711, -3.8688], [1.5838, 0.2819, -4.5061], [2.5033, -0.8540, -4.3417], [3.6696, -0.4415, -4.1047], [4.7840, -0.9982, -4.2136], [3.6882, 0.9037, -3.8878], [2.6230, 2.3204, -5.7166], [2.9338, 3.4822, -4.3064], [1.2976, 3.0766, -4.8398], [1.9206, 1.5718, -2.8976], [1.1803, 0.3284, -5.5176], [0.7234, 0.1033, -3.8613], [-0.5241, -0.7817, 5.2532], [-0.7140, -2.1401, 5.9779], [-0.8483, -3.3436, 5.0897], [0.0044, -4.3037, 5.6000], [0.9189, -3.6698, 6.2979], [1.9412, -4.1703, 6.7304], [0.4871, -2.4448, 6.5647], [-0.4035, 0.1193, 5.8547], [-1.3061, -0.5692, 4.5242], [0.3524, -0.8939, 4.6150], [-1.5667, -2.0888, 6.6549], [-0.5338, -3.0631, 4.0845], [-1.8598, -3.7474, 5.0450], [2.8709, 5.0894, 3.3236], [1.3877, 5.0669, 2.9440], [1.1906, 4.5621, 1.4655], [0.3212, 3.5273, 1.5569], [0.1422, 3.2122, 2.8788], [-0.4931, 2.1775, 3.1869], [0.7986, 3.9700, 3.6177], [3.3581, 5.8763, 2.7478], [3.3759, 4.1281, 3.2285], [3.0310, 5.4805, 4.3283], [0.8418, 6.0090, 2.9948], [2.2097, 4.3417, 1.1476], [0.8517, 5.4399, 0.9153]], "mulliken_charge": [-0.653, -0.427, -0.358, 0.481, -0.274, 0.052, 0.352, 0.310, 0.422, 0.253, 0.132, 0.296, -0.362, 0.635, -0.559, -0.405, 0.265, 0.033, -0.240, 0.316, 0.527, 0.060, -0.366, 0.540, -0.580, -0.393, -0.137, 0.123, 0.184, 0.043, 0.795, 0.295, -0.374, 0.568, -0.605, -0.300, -0.313, -0.138, 0.307, -0.265, -0.625, 0.567, -0.170, 0.640, -0.529, -0.363, 0.330, 0.311, 0.224, -0.369, -1.399, 1.151, 0.608, -0.237, 0.406, -0.661, -0.429, 0.351, 0.382, 0.055, 0.176, 0.106, -0.596, -0.617, 0.347, -0.487, -0.376, 0.463, -0.543, 0.053, -0.140, -0.049, 0.524, 0.310, 0.213, 0.368, -1.252, 1.627, 0.818, 0.177, -0.374, -0.604, -0.246, 0.137, -0.468, 0.464, -0.104, 0.293, -0.776, -1.470, 0.676, -0.696, -0.317, 0.174, -0.285, 0.095, 0.388, 0.324, 0.304, 0.062, 0.379, 0.384, -1.482, 0.249, -0.370, -0.199, 0.377, -0.356, -0.237, 0.362, 0.399, 0.361, 0.318, 0.241, 0.244, -1.214, 1.510, 0.542, -0.354, 0.548, -0.689, -0.422, 0.567, -0.147, 0.039, -0.453, 0.343, -0.357, -1.328, 0.488, 0.202, -0.398, 0.610, -0.617, -0.283, 0.542, 0.434, 0.063, 0.226, -0.210, 0.268, -1.405, 0.230, -0.003, 0.298, 0.549, -0.611, -0.279, 0.416, 0.207, 0.440, 0.407, -0.342, 0.328], "homo_lumo_gap_ev": 10.142, "max_force_ha_per_bohr": 0.1480, "energy_ha": -4766.08707, "relative_energy_kcal_mol": 0.0}

Record 2
{"formula": "C5H12NP", "method": "ωB97M-V/def2-TZVPD", "symbols": ["C", "C", "P", "N", "C", "C", "C", "H", "H", "H", "H", "H", "H", "H", "H", "H", "H", "H", "H"], "coordinates": [[-3.4464, -0.1253, -0.1943], [-2.0305, 0.3333, -0.5781], [-0.8688, -0.5179, 0.6118], [0.5983, 0.6867, 0.4180], [1.7206, 0.1915, 0.0907], [2.9755, 1.0980, 0.2517], [1.9970, -1.2880, -0.1008], [-3.6989, -1.0363, -0.6739], [-3.4388, -0.2278, 0.9637], [-4.0986, 0.6612, -0.4927], [-1.8895, 1.4445, -0.5932], [-1.8840, -0.0275, -1.6476], [-1.5683, 0.0813, 1.6220], [2.8334, 2.0809, -0.0596], [3.6433, 0.5660, -0.3694], [3.3130, 1.0240, 1.3036], [1.8120, -1.4987, -1.2076], [1.0941, -1.8217, 0.3596], [2.9368, -1.6243, 0.2962]], "mulliken_charge": [-0.956, -0.510, -0.042, -0.600, 0.846, -1.111, -1.131, 0.294, 0.277, 0.318, 0.369, 0.293, -0.022, 0.368, 0.351, 0.262, 0.262, 0.356, 0.378], "homo_lumo_gap_ev": 9.356, "max_force_ha_per_bohr": 0.0619, "energy_ha": -593.75344, "relative_energy_kcal_mol": 27.1, "smiles": "CCPN=C(C)C"}

Record 3
{"formula": "C5H21Ba2O6", "method": "ωB97M-V/def2-TZVPD", "symbols": ["Ba", "Ba", "O", "H", "C", "O", "H", "H", "H", "H", "C", "O", "H", "H", "H", "H", "C", "O", "H", "H", "H", "H", "C", "O", "H", "H", "H", "H", "C", "O", "H", "H", "H", "H"], "coordinates": [[-28.6010, -15.4887, -4.1967], [-28.3435, -10.7025, -8.8960], [-26.9002, -15.0928, -8.9120], [-26.4677, -14.9725, -9.7797], [-28.0403, -18.2213, -13.4824], [-27.8644, -18.6166, -12.1396], [-27.7813, -17.1890, -13.7176], [-27.5965, -18.8644, -14.2424], [-29.1028, -18.3178, -13.7056], [-27.4888, -17.8623, -11.6797], [-21.8863, -17.0818, -9.5916], [-22.2409, -16.0346, -8.7683], [-22.3924, -16.9910, -10.5527], [-20.8194, -17.1256, -9.8107], [-22.1205, -18.0520, -9.1534], [-23.1982, -15.9641, -8.7545], [-32.9412, -18.9572, -7.8697], [-31.5331, -18.7740, -7.7318], [-33.2323, -19.3579, -6.8987], [-33.3383, -17.9917, -8.1831], [-33.3040, -19.6605, -8.6192], [-31.1632, -18.7646, -8.6176], [-22.6535, -18.8036, -3.1343], [-23.6019, -18.1083, -3.9094], [-21.9522, -18.1149, -2.6630], [-23.2003, -19.4180, -2.4191], [-21.9831, -19.4386, -3.7135], [-23.1845, -17.7368, -4.6900], [-22.5618, -10.6967, -12.0318], [-23.1592, -10.8384, -10.7962], [-21.5194, -10.3978, -11.9214], [-22.7568, -11.6394, -12.5431], [-23.0737, -9.9223, -12.6030], [-22.7215, -11.4110, -10.1620]], "mulliken_charge": [1.938, 1.729, -0.909, 0.226, -0.525, -0.476, 0.241, 0.240, 0.229, 0.297, -0.522, -0.492, 0.238, 0.244, 0.240, 0.299, -0.481, -0.523, 0.196, 0.228, 0.266, 0.316, -0.506, -0.508, 0.252, 0.204, 0.251, 0.306, -0.454, -0.539, 0.244, 0.238, 0.192, 0.320], "homo_lumo_gap_ev": 3.264, "total_charge": 3, "max_force_ha_per_bohr": 0.0601, "energy_ha": -704.23067, "relative_energy_kcal_mol": 194.0}

Record 4
{"formula": "C32H46BrN3P2PtS", "method": "ωB97M-V/def2-TZVPD", "symbols": ["N", "C", "C", "C", "C", "C", "C", "Pt", "P", "C", "C", "C", "C", "C", "C", "C", "Br", "H", "H", "H", "H", "H", "H", "H", "H", "H", "H", "P", "C", "C", "H", "H", "H", "H", "H", "C", "C", "H", "H", "H", "H", "H", "C", "C", "H", "H", "H", "H", "H", "C", "C", "H", "H", "H", "H", "H", "C", "C", "H", "H", "H", "H", "H", "C", "C", "H", "H", "H", "H", "H", "N", "C", "N", "C", "C", "C", "C", "C", "C", "S", "H", "H", "H", "H", "H", "H"], "coordinates": [[-5.8017, 2.9820, -4.0183], [-5.7452, 3.3277, -2.7331], [-4.8392, 2.7266, -1.8554], [-3.9178, 1.7850, -2.3661], [-3.9847, 1.4450, -3.7268], [-4.9729, 2.0744, -4.5172], [-2.7737, 1.3517, -1.5058], [-1.7561, -0.4043, -1.6488], [3.4313, -0.7172, 0.5062], [-1.4261, 1.4774, -2.1517], [-0.2894, 2.0021, -1.3622], [1.0059, 1.7975, -1.8549], [2.0862, 1.9846, -1.0101], [1.8804, 2.4183, 0.3158], [0.6041, 2.8837, 0.6944], [-0.4859, 2.6193, -0.1086], [1.8470, 0.2743, 1.7585], [-2.8881, 1.6772, -0.4544], [-1.3847, 1.5901, -3.2485], [-4.7869, 3.0634, -0.8118], [-3.2397, 0.7925, -4.1911], [-6.4373, 4.1014, -2.3755], [-5.0594, 1.8166, -5.5809], [1.1260, 1.4371, -2.8876], [-1.4887, 2.8934, 0.2259], [3.0919, 1.7727, -1.3659], [0.4645, 3.4203, 1.6270], [-1.5054, -2.5718, -1.4944], [4.6833, 0.4714, 0.9540], [5.3512, 1.4528, 0.0778], [4.8806, 0.6165, 2.0276], [2.7435, 2.6046, 0.9593], [5.0271, 2.4919, 0.2482], [6.4290, 1.4536, 0.3112], [5.2414, 1.2390, -0.9920], [3.2923, -1.0449, -1.2679], [4.6206, -1.5451, -1.8660], [2.9471, -0.1530, -1.8063], [2.4991, -1.7969, -1.4196], [4.5296, -1.6418, -2.9557], [5.4609, -0.8654, -1.6735], [4.8857, -2.5340, -1.4743], [3.5930, -2.3267, 1.3883], [4.6348, -2.3837, 2.5072], [3.7995, -3.0944, 0.6226], [2.6119, -2.5599, 1.8329], [4.5237, -3.3211, 3.0677], [5.6754, -2.3548, 2.1547], [4.4919, -1.5787, 3.2283], [-0.7714, -3.1351, 0.0835], [-1.5772, -4.2457, 0.7836], [-0.6510, -2.2501, 0.7326], [0.2431, -3.5092, -0.1414], [-2.2350, -3.8507, 1.5642], [-2.1991, -4.8277, 0.0866], [-0.9064, -4.9656, 1.2749], [-0.3819, -2.9520, -2.8892], [-1.0064, -3.6843, -4.0852], [0.4516, -3.5254, -2.4609], [0.0119, -1.9711, -3.2101], [-1.2056, -4.7376, -3.8489], [-1.9430, -3.2195, -4.4226], [-0.3077, -3.6618, -4.9326], [-3.1831, -3.2245, -1.7785], [-4.1849, -2.5762, -0.8270], [-3.1599, -4.3139, -1.6565], [-3.4452, -3.0081, -2.8228], [-5.1902, -2.6750, -1.2420], [-4.1874, -3.0636, 0.1481], [-4.0042, -1.5028, -0.6807], [-2.2124, -0.4542, 3.4266], [-1.5560, 0.6302, 3.8760], [-0.2782, 0.8595, 3.6962], [0.1435, 2.0507, 4.2548], [1.4342, 2.5941, 4.1775], [1.6513, 3.8991, 4.5925], [0.6184, 4.6294, 5.2145], [-0.6560, 4.0605, 5.3825], [-0.9064, 2.7938, 4.8686], [-2.4209, 1.8897, 4.7773], [-3.1708, -0.5968, 3.7155], [-1.7172, -1.1499, 2.8760], [2.2345, 1.9725, 3.7757], [2.6257, 4.3488, 4.4399], [0.8189, 5.6339, 5.5640], [-1.4510, 4.5874, 5.9038]], "lowdin_spin": [0.116, -0.009, 0.068, 0.096, 0.108, -0.013, 0.154, 0.524, 0.086, 0.172, 0.094, 0.067, 0.008, 0.128, 0.013, 0.046, 0.146, 0.007, 0.008, 0.002, 0.005, -0.002, -0.002, 0.001, 0.001, -0.001, 0.000, 0.166, 0.595, 0.102, 0.018, 0.003, 0.031, 0.025, 0.000, -0.002, 0.004, 0.000, -0.001, 0.001, 0.001, 0.000, 0.017, 0.005, 0.000, 0.002, 0.000, 0.002, 0.000, 0.031, 0.005, 0.008, 0.002, 0.000, 0.000, 0.001, 0.035, 0.003, 0.003, 0.013, 0.000, 0.001, 0.000, 0.041, 0.027, 0.006, 0.002, 0.001, 0.000, 0.017, 0.144, 0.082, 0.139, 0.154, 0.082, 0.050, 0.231, 0.001, 0.121, -0.008, 0.003, 0.003, 0.001, 0.000, 0.009, -0.002], "homo_lumo_gap_ev": [7.374, 4.560], "total_charge": 4, "max_force_ha_per_bohr": 0.0638, "spin_multiplicity": 5, "energy_ha": -5183.82583, "relative_energy_kcal_mol": 0.0}